C3H32N2O13 | ωB97M-V/def2-TZVPD

The relative energy (zero: lowest compared OMol25 entry of this formula, charge and spin) comes out at 0.0 kcal per mole. As for the total charge: +1. As for the multiplicity: 2. As for the expectation value of S²: 0.755. For the max |F|, the calculation gives 2.53 eV/Å. As for the highest occupied orbital energy (spin up / spin down): -13.62 / -13.59 eV. The value obtained for the LUMO energy (spin up / spin down) is -3.26 / -8.17 eV.

The geometry in XYZ format:
```
50
Properties=species:S:1:pos:R:3:forces:R:3:nbo_charge:R:1
C 1.0389 2.2001 -1.1025 -0.2 -0.4 -1.2 -0.48
N 0.0784 1.3761 -0.4072 1.3 1.9 1.1 -0.16
C 0.5709 0.3085 0.3707 -0.1 -1.4 -1.6 -0.39
C -0.2970 -0.9836 0.2239 -0.2 -0.8 0.7 0.71
N -0.0855 -1.7462 -0.8477 0.2 0.7 0.2 -0.78
O -0.9581 -1.3352 1.1897 0.5 0.5 0.0 -0.63
H 1.5245 2.9127 -0.4203 0.0 -0.3 0.4 0.33
H 0.5766 2.8025 -1.8886 -0.2 -0.1 0.1 0.26
H 1.7693 1.5325 -1.5540 0.4 0.4 0.2 0.22
H -0.6816 1.9541 -0.0469 -0.8 -0.7 0.1 0.44
H 0.7141 0.4754 1.4253 -0.4 0.5 0.5 0.33
H 1.5185 -0.0535 -0.0126 -0.1 0.5 0.0 0.24
H 0.1710 -1.3809 -1.7567 0.1 -0.4 -0.1 0.44
H -0.1696 -2.7444 -0.7350 -0.4 -0.1 -0.2 0.44
H 2.1939 -0.6337 -3.3033 0.1 -0.1 -0.4 0.47
H 1.3367 0.5846 -3.0668 -0.2 0.1 -0.3 0.43
O 1.8439 0.1482 -3.7538 0.1 -0.2 0.5 -0.89
H 1.8987 -2.0669 2.5220 0.1 0.3 0.4 0.49
H 0.6756 -1.3489 2.9875 -0.1 -0.1 0.4 0.45
O 1.5768 -1.5295 3.2805 -0.2 0.0 -0.8 -0.96
H -2.3917 -0.0901 -2.6441 0.1 0.0 -0.1 0.49
H -1.2284 0.8673 -2.7054 -0.1 0.1 -0.3 0.46
O -1.6187 0.1304 -3.1868 -0.3 0.1 0.5 -0.94
H -1.4614 0.4497 1.9483 -0.3 -0.2 0.1 0.49
H -2.1271 1.8128 1.5614 -0.6 -0.4 -0.1 0.50
O -1.5272 1.3821 2.1841 0.5 0.6 0.0 -0.99
H 1.9949 2.1657 2.2335 0.5 0.4 0.2 0.52
H 3.5408 2.1997 1.9169 -0.1 0.3 0.3 0.49
O 2.6729 2.0645 1.5269 -0.2 -0.4 -0.3 -1.03
H 2.8923 -2.0074 0.3797 0.4 -0.2 0.5 0.50
H 3.4039 -3.0341 1.4166 0.0 0.0 -0.2 0.49
O 2.6015 -2.7021 0.9963 -0.2 -0.2 -0.3 -0.98
H -3.3297 0.7737 -0.2780 -0.6 -0.2 0.0 0.51
H -4.0804 2.1448 -0.0344 -0.1 -0.1 -0.1 0.50
O -3.2204 1.7201 -0.0853 0.9 0.8 0.2 -1.03
H 3.0721 0.2121 -0.3452 0.5 0.3 -0.3 0.45
H 3.8204 0.2850 0.9383 -0.1 -0.3 -0.1 0.50
O 3.7153 -0.2852 0.1591 0.1 0.1 0.0 -0.93
H -4.1470 -0.9224 -1.5482 -0.1 0.1 0.1 0.49
H -3.7401 -1.5533 -0.2026 0.4 0.5 0.2 0.53
O -3.5638 -0.7732 -0.7918 -0.3 -1.0 -0.4 -1.01
H 0.4525 2.6875 4.0473 0.1 0.0 0.0 0.50
H -0.1494 2.5813 2.6527 -0.2 -0.2 0.3 0.50
O 0.6356 2.8996 3.1244 0.1 -0.1 -0.1 -0.97
H -0.9639 -3.0204 -3.7051 0.5 -0.4 -0.1 0.47
H -0.9844 -1.5508 -3.7406 0.8 0.2 -0.1 0.49
O -0.3376 -2.2828 -3.6808 -1.1 0.1 0.1 -0.96
H -2.3531 -2.2579 1.2247 -0.5 -0.1 0.6 0.49
H -3.5817 -1.9068 2.1317 0.2 0.0 0.1 0.48
O -3.2924 -2.4615 1.4020 -0.3 -0.2 -0.7 -0.97
```
Positions in Å, forces in eV/Å.